Entry 1:
{
  "formula": "C6H11N",
  "method": "wB97M-V/def2-TZVPD",
  "species": ["C", "C", "C", "C", "C", "C", "N", "H", "H", "H", "H", "H", "H", "H", "H", "H", "H", "H"],
  "xyz": [[-0.468, -1.253, -1.513], [-0.435, -0.603, -0.123], [0.599, -1.289, 0.772], [-0.185, 0.930, -0.164], [-0.344, 1.704, 1.231], [1.106, 1.244, -0.808], [2.145, 1.497, -1.250], [-1.224, -0.792, -2.158], [-0.707, -2.321, -1.428], [0.504, -1.165, -2.012], [-1.428, -0.719, 0.329], [0.389, -2.360, 0.848], [0.594, -0.874, 1.786], [1.609, -1.167, 0.361], [-0.995, 1.479, -0.626], [-0.354, 2.811, 1.137], [-1.290, 1.433, 1.738], [0.484, 1.444, 1.880]],
  "orbital_gap_ha": 0.4440,
  "smiles": "CC(C)[C@@H](C)C#N",
  "homo_energy_ev": -11.18,
  "total_energy_ev": -7890.23409,
  "e_above_lowest_kcal_mol": 6.9
}

Entry 2:
{
  "formula": "C6H11N",
  "method": "wB97M-V/def2-TZVPD",
  "species": ["C", "C", "C", "C", "N", "C", "C", "H", "H", "H", "H", "H", "H", "H", "H", "H", "H", "H"],
  "xyz": [[-0.457, 1.795, -0.925], [1.512, -1.626, -0.443], [-0.262, 0.345, -0.634], [0.752, -0.449, 0.097], [-1.979, -0.272, 1.055], [-1.023, -0.597, 0.062], [1.243, 0.445, 1.031], [-2.601, -1.032, 1.290], [-2.531, 0.546, 0.839], [-1.124, -1.594, -0.360], [-1.206, 1.894, -1.717], [-0.833, 2.382, -0.080], [0.491, 2.248, -1.215], [2.523, -1.319, -0.718], [1.030, -2.038, -1.331], [1.585, -2.416, 0.308], [0.579, 1.019, 1.658], [2.303, 0.666, 1.082]],
  "orbital_gap_ha": 0.2895,
  "homo_energy_ev": -6.95,
  "total_energy_ev": -7886.51272,
  "e_above_lowest_kcal_mol": 92.7
}

Entry 3:
{
  "formula": "C6H11N",
  "method": "wB97M-V/def2-TZVPD",
  "species": ["C", "C", "C", "C", "C", "C", "H", "H", "H", "H", "H", "H", "H", "H", "H", "H", "H", "N"],
  "xyz": [[1.896, 0.033, -0.090], [1.129, -1.314, 0.181], [-0.194, -0.784, -0.302], [-1.936, -0.633, -0.158], [-0.313, 0.533, 0.335], [0.897, 1.428, -0.154], [2.690, 0.124, 0.484], [2.451, 0.260, -1.053], [1.406, -2.254, -0.426], [1.570, -1.727, 1.210], [-0.082, -0.482, -1.260], [-2.287, -1.150, 0.758], [-2.629, -0.881, -0.807], [-2.236, 1.116, -0.540], [-0.117, 0.384, 1.491], [1.289, 2.037, 0.843], [0.905, 2.014, -1.091], [-1.691, 0.712, 0.218]],
  "orbital_gap_ha": 0.3494,
  "smiles": "C1C[C@H]2CN[C@@H]2C1",
  "homo_energy_ev": -8.32,
  "total_energy_ev": -7884.43451,
  "e_above_lowest_kcal_mol": 140.6
}

Entry 4:
{
  "formula": "C6H11N",
  "method": "wB97M-V/def2-TZVPD",
  "species": ["C", "C", "C", "C", "C", "C", "N", "H", "H", "H", "H", "H", "H", "H", "H", "H", "H", "H"],
  "xyz": [[-0.376, 2.118, 0.290], [0.497, 0.889, 0.510], [-0.111, -0.430, 0.039], [0.773, -1.592, 0.238], [-0.833, -0.440, -1.182], [-0.706, -1.247, 1.260], [-1.327, -1.549, 2.200], [-0.549, 2.293, -0.777], [0.124, 3.005, 0.689], [-1.347, 2.023, 0.787], [0.771, 0.802, 1.567], [1.433, 0.986, -0.057], [1.581, -1.562, 0.962], [0.491, -2.553, -0.183], [1.411, -1.086, -1.466], [-1.142, -1.397, -1.598], [-1.450, 0.409, -1.459], [0.763, -0.667, -1.821]],
  "orbital_gap_ha": [0.2919, 0.2918],
  "homo_energy_ev": [-8.22, -8.22],
  "total_energy_ev": -7884.75939,
  "e_above_lowest_kcal_mol": 133.1
}

Entry 5:
{
  "formula": "C6H11N",
  "method": "wB97M-V/def2-TZVPD",
  "species": ["C", "C", "C", "C", "C", "C", "N", "H", "H", "H", "H", "H", "H", "H", "H", "H", "H", "H"],
  "xyz": [[0.536, 0.911, -2.005], [1.040, 0.958, -0.526], [-0.013, 0.648, 0.552], [-0.161, -0.846, 0.896], [-1.326, -1.107, 1.836], [-0.291, -1.560, -0.375], [-0.257, -1.692, -1.524], [0.300, -0.107, -2.463], [-0.323, 1.599, -2.134], [1.359, 1.317, -2.588], [1.883, 0.259, -0.451], [1.492, 1.936, -0.263], [0.235, 1.155, 1.493], [-0.990, 1.040, 0.234], [0.780, -1.186, 1.342], [-1.177, -0.549, 2.763], [-2.270, -0.782, 1.385], [-1.398, -2.173, 2.059]],
  "orbital_gap_ha": 0.4234,
  "smiles": "CCC[C@@H](C)C#N",
  "homo_energy_ev": -10.57,
  "total_energy_ev": -7889.80016,
  "e_above_lowest_kcal_mol": 16.9
}

Entry 6:
{
  "formula": "C6H11N",
  "method": "wB97M-V/def2-TZVPD",
  "species": ["C", "C", "C", "C", "C", "C", "N", "H", "H", "H", "H", "H", "H", "H", "H", "H", "H", "H"],
  "xyz": [[-1.754, -1.501, 1.086], [-0.376, 1.718, -0.615], [-0.646, -0.761, 1.170], [0.607, 1.003, -0.118], [1.920, 1.298, 0.236], [-0.113, -1.294, -1.091], [0.335, -0.743, 0.173], [-2.326, -1.625, 2.046], [-2.064, -2.194, 0.339], [-1.323, 1.316, -0.812], [-0.089, 2.670, -1.078], [-0.418, -0.291, 2.107], [2.162, 1.348, 1.266], [2.107, 2.417, -0.082], [2.653, 0.723, -0.252], [-0.507, -2.302, -0.953], [-0.857, -0.516, -1.548], [0.688, -1.265, -1.874]],
  "orbital_gap_ha": 0.3394,
  "smiles": "C=CN(C)C(=C)C",
  "homo_energy_ev": -8.25,
  "total_energy_ev": -7887.07504,
  "e_above_lowest_kcal_mol": 79.7
}

Entry 7:
{
  "formula": "C6H11N",
  "method": "wB97M-V/def2-TZVPD",
  "species": ["C", "C", "C", "C", "C", "C", "N", "H", "H", "H", "H", "H", "H", "H", "H", "H", "H", "H"],
  "xyz": [[1.351, 0.433, 0.551], [-0.187, -1.115, 0.849], [-0.704, -0.195, -0.264], [2.553, 1.282, 0.524], [-1.721, 0.740, 0.123], [-0.976, -0.890, -1.565], [1.060, -0.597, 1.179], [-0.905, -1.399, 1.775], [0.033, -2.007, 0.417], [2.681, 1.621, -0.482], [3.364, 0.623, 0.704], [2.557, 2.101, 1.213], [-1.614, 0.778, 1.237], [-2.701, 0.275, -0.172], [-1.532, 1.631, -0.437], [-1.636, -0.336, -2.085], [-1.558, -1.808, -1.390], [-0.062, -1.139, -2.176]],
  "s_squared": 2.007,
  "orbital_gap_ha": [0.2655, 0.3567],
  "homo_energy_ev": [-6.10, -10.13],
  "total_energy_ev": -7884.67806,
  "e_above_lowest_kcal_mol": 19.3,
  "multiplicity": 3
}

Entry 8:
{
  "formula": "C6H11N",
  "method": "wB97M-V/def2-TZVPD",
  "species": ["C", "C", "N", "C", "C", "C", "C", "H", "H", "H", "H", "H", "H", "H", "H", "H", "H", "H"],
  "xyz": [[1.498, 2.882, -0.326], [1.267, 1.565, -0.621], [0.230, 1.147, -1.354], [-0.265, -0.259, -1.260], [-1.216, -2.277, 1.836], [-1.079, -1.146, 0.856], [-0.034, -0.977, 0.028], [1.039, 3.728, -0.817], [2.188, 3.095, 0.480], [1.990, 0.807, -0.341], [-0.042, 1.686, -2.173], [0.271, -0.766, -2.080], [-1.279, -0.223, -1.646], [-1.939, -2.100, 2.623], [-0.249, -2.466, 2.315], [-1.399, -3.160, 1.230], [-1.957, -0.508, 0.840], [0.975, -1.029, 0.413]],
  "s_squared": 0.778,
  "orbital_gap_ha": [0.3423, 0.2213],
  "homo_energy_ev": [-13.11, -13.09],
  "total_energy_ev": -7880.36066,
  "charge": 1,
  "e_above_lowest_kcal_mol": 44.4,
  "multiplicity": 2
}

Entry 9:
{
  "formula": "C6H11N",
  "method": "wB97M-V/def2-TZVPD",
  "species": ["C", "N", "C", "C", "C", "C", "C", "H", "H", "H", "H", "H", "H", "H", "H", "H", "H", "H"],
  "xyz": [[-0.550, 0.260, 3.027], [-0.012, -1.493, 0.655], [0.087, -0.143, 0.551], [-0.096, 0.668, 1.684], [0.312, 0.373, -3.250], [0.252, -0.199, -1.889], [0.154, 0.481, -0.731], [-1.407, -0.416, 2.954], [-0.880, 1.161, 3.535], [0.218, -0.328, 3.536], [0.700, -2.057, 0.205], [-0.112, -1.817, 1.611], [0.254, 1.684, 1.563], [0.988, -0.223, -3.861], [0.596, 1.425, -3.259], [-0.692, 0.378, -3.678], [0.346, -1.275, -1.868], [-0.159, 1.519, -0.784]],
  "s_squared": 0.764,
  "orbital_gap_ha": [0.3432, 0.2758],
  "homo_energy_ev": [-13.66, -14.33],
  "total_energy_ev": -7882.03827,
  "charge": 1,
  "e_above_lowest_kcal_mol": 5.7,
  "multiplicity": 2
}

Entry 10:
{
  "formula": "C6H11N2",
  "method": "wB97M-V/def2-TZVPD",
  "species": ["C", "C", "C", "C", "C", "C", "N", "N", "H", "H", "H", "H", "H", "H", "H", "H", "H", "H", "H"],
  "xyz": [[-1.352, 0.457, -0.219], [-3.589, -0.224, 0.523], [1.843, 0.145, 0.797], [0.908, 1.290, 0.434], [1.667, -0.962, -0.166], [2.262, -1.073, -1.333], [-2.273, 0.008, 0.376], [-0.182, 0.777, -0.558], [-3.738, -1.326, 0.668], [-4.028, 0.216, 1.461], [2.861, 0.575, 0.725], [1.787, -0.297, 1.782], [0.290, 1.933, 1.138], [1.448, 1.894, -0.361], [1.034, -1.804, 0.107], [3.130, -0.436, -1.553], [2.161, -1.877, -2.035], [-4.374, 0.081, -0.274], [0.146, 0.624, -1.512]],
  "orbital_gap_ha": 0.3465,
  "smiles": "C=CCC[NH+]=C=NC",
  "homo_energy_ev": -13.72,
  "total_energy_ev": -9370.95545,
  "charge": 1,
  "e_above_lowest_kcal_mol": 87.1
}

Entry 11:
{
  "formula": "C6H11N2",
  "method": "wB97M-V/def2-TZVPD",
  "species": ["C", "C", "C", "C", "C", "C", "N", "N", "H", "H", "H", "H", "H", "H", "H", "H", "H", "H", "H"],
  "xyz": [[-0.042, -0.040, -0.749], [-2.017, 0.105, -2.254], [1.208, 0.074, 1.257], [2.177, 0.024, 0.070], [-0.118, -0.461, 0.694], [-1.362, 0.023, 1.423], [-1.014, 0.173, -1.529], [1.312, 0.259, -1.064], [-2.607, 1.000, -2.433], [-2.322, -0.818, -2.740], [1.569, -0.517, 2.095], [1.075, 1.106, 1.588], [2.939, 0.802, 0.125], [2.673, -0.952, 0.001], [-0.109, -1.558, 0.689], [-1.439, 1.106, 1.371], [-1.303, -0.265, 2.469], [-2.260, -0.419, 0.998], [1.640, 0.358, -2.009]],
  "orbital_gap_ha": 0.3655,
  "smiles": "C=NC1=[NH+]CC[C@H]1C",
  "homo_energy_ev": -14.19,
  "total_energy_ev": -9373.53560,
  "charge": 1,
  "e_above_lowest_kcal_mol": 27.6
}

Entry 12:
{
  "formula": "C6H11N2",
  "method": "wB97M-V/def2-TZVPD",
  "species": ["C", "C", "C", "C", "C", "C", "N", "N", "H", "H", "H", "H", "H", "H", "H", "H", "H", "H", "H"],
  "xyz": [[-2.798, -0.964, 0.155], [-2.130, 0.025, 0.108], [0.102, 1.037, -0.088], [2.152, -0.392, 0.355], [-1.419, 1.311, 0.200], [0.651, -0.249, 0.433], [0.637, 2.110, -0.523], [0.062, -1.162, -0.707], [-3.270, -1.810, -0.010], [2.724, -0.078, -0.547], [2.481, 0.154, 1.252], [2.450, -1.389, 0.700], [-1.946, 2.038, -0.554], [-1.600, 1.878, 1.223], [0.304, -0.609, 1.437], [1.718, 2.173, -0.576], [-0.950, -1.226, -0.455], [0.545, -2.039, -0.789], [0.286, -0.809, -1.612]],
  "orbital_gap_ha": 0.3938,
  "smiles": "[H]/N=C(/CC#C)[C@H](C)[NH3+]",
  "homo_energy_ev": -14.19,
  "total_energy_ev": -9370.31490,
  "charge": 1,
  "e_above_lowest_kcal_mol": 101.9
}